Entry 1:
Molecular formula: C22H38AsN4Pd
Method: DFT, ωB97M-V with the def2-TZVPD basis set

Each line ends with the Löwdin spin population.
Positions of all 66 atoms, in Å:
Pd -0.78628 0.51651 -0.37349  0.813
N -2.92527 0.15481 -0.89016  0.081
C -3.93096 0.91513 -0.07313  0.006
C -3.43474 1.29847 1.33613  0.001
N -2.03732 1.77555 1.42034  0.004
C -1.89458 3.26179 1.13544  0.000
C -1.10010 3.55033 -0.15563  0.003
N -1.23348 2.50679 -1.20870  0.054
H -3.12778 0.37642 -1.87463  0.001
H -3.00740 -0.85973 -0.75531  0.000
H -4.84937 0.25356 0.03206  0.003
H -4.28236 1.79635 -0.62890  0.000
H -3.58521 0.46838 2.03258  0.000
H -4.06823 2.15001 1.61865  0.000
H -1.66574 1.54633 2.36036  0.000
H -1.40592 3.70601 1.99783  0.000
H -2.91806 3.70400 1.07246  0.000
H -0.05941 3.64667 0.19060  0.000
H -1.34353 4.58528 -0.52156  0.002
H -0.61624 2.67737 -2.00305  0.001
H -2.18625 2.58493 -1.60601  0.003
C 2.34518 3.71303 -0.53833  0.002
C 2.47183 2.64420 0.54102  0.017
As 1.69078 0.82884 -0.09479  0.040
C 2.58204 -0.30590 1.33908  0.005
C 4.12677 -0.45943 1.32278  0.002
C 2.98465 0.62849 -1.60374  0.015
C 2.39780 0.85926 -2.95879  0.001
H 2.45253 4.75641 -0.14163  0.000
H 1.46973 3.65950 -1.12897  0.001
H 3.17681 3.66463 -1.24236  0.000
H 1.99676 2.86744 1.51289  0.000
H 3.57013 2.47515 0.73367  0.002
H 2.07804 -1.30199 1.29547  0.000
H 2.22392 0.19474 2.30658  0.000
H 4.41039 -1.31512 0.73383  0.000
H 4.53763 -0.69538 2.29483  0.000
H 4.64591 0.39578 0.93792  0.000
H 3.34793 -0.40480 -1.50968  0.000
H 3.89367 1.22476 -1.37379  0.002
H 1.46551 0.27012 -3.07272  0.000
H 3.14980 0.66048 -3.77187  0.000
H 2.12891 1.91094 -3.10303  0.000
C -2.34867 -3.28789 3.37850  0.025
C -1.24356 -2.41166 3.51293  -0.003
C -0.71495 -1.75363 2.39640  0.030
C -1.26498 -1.95627 1.10257  0.037
C -2.35917 -2.83888 0.97232  0.036
C -2.86547 -3.48966 2.09966  -0.002
N -0.73434 -1.48300 -0.08809  0.478
C -0.06507 -2.31104 -0.95431  0.029
C 0.10834 -1.86208 -2.26835  0.086
C 0.80698 -2.67317 -3.16509  -0.020
C 1.50544 -3.81860 -2.73448  0.121
C 1.25792 -4.30157 -1.48804  -0.002
C 0.50878 -3.56679 -0.57642  0.120
H -2.80791 -3.71111 4.23644  0.002
H -0.72967 -2.31978 4.45291  0.000
H 0.10119 -1.04456 2.56099  0.000
H -2.64763 -3.15166 -0.02794  0.000
H -3.81923 -4.10185 1.98800  0.000
H -0.32972 -0.88040 -2.51363  0.000
H 0.78198 -2.38972 -4.24620  -0.002
H 2.24903 -4.26945 -3.42688  0.005
H 1.66306 -5.26727 -1.19233  -0.003
H 0.25915 -3.99606 0.39681  0.005

Its spin multiplicity is 3. The value obtained for the energy relative to the best compared isomer or geometry (same formula, charge and spin) is 0.000 eV. Its charge is +1. For the molar mass, the calculation gives 539.9 g mol⁻¹.

***

Entry 2:
Molecular formula: C29H65BFI2N6O7PS
Method: DFT, ωB97M-V with the def2-TZVPD basis set

Each line ends with the Löwdin charge.
Positions of all 113 atoms, in Å:
H -0.59121 1.11657 -7.81209  0.052
N -0.25657 0.23714 -7.42380  0.126
C 0.51178 0.46887 -6.44238  -0.224
C 1.16381 -0.64181 -5.69614  -0.156
C 0.77994 -0.67769 -4.19761  -0.432
C 0.51690 -2.07460 -3.62479  -0.590
I -1.25566 -2.32332 -2.47932  1.202
C 1.27318 -3.16994 -3.76022  -0.762
C 0.95706 -4.52351 -3.20983  -0.226
I 3.14840 -3.11045 -4.73589  1.029
O -0.52981 -0.00990 -4.17618  -0.065
C -0.58038 1.12770 -3.43302  -0.412
O -1.53661 1.89182 -3.51641  0.122
C 0.68882 1.24580 -2.57257  -0.163
B 1.26173 2.74329 -2.44252  -0.570
O 2.59641 2.85560 -2.07090  0.137
N 0.43381 3.89853 -2.67092  -0.053
C 0.20945 4.07879 -4.13594  -0.033
C 1.03073 5.10927 -2.08897  -0.077
C 0.40619 0.87011 -1.09467  -0.331
C -1.01493 1.07994 -0.64483  -0.013
F 0.82707 -0.41577 -0.80714  -0.052
C 1.62189 0.32033 -3.36141  -0.324
P 3.16905 -0.27924 -2.56957  0.384
S 4.78305 0.31497 -3.48731  0.121
H 0.74402 1.47900 -6.10580  0.110
H 2.24603 -0.55087 -5.73962  0.070
H 0.94343 -1.59181 -6.16148  0.098
H -0.07503 -4.78746 -3.39421  0.041
H 1.16264 -4.49887 -2.14539  0.044
H 1.58589 -5.27927 -3.65833  0.044
H 2.74345 2.75522 -1.13271  0.103
H 0.66579 5.00193 -4.46877  0.089
H -0.85052 4.14925 -4.34504  0.086
H 0.63180 3.24930 -4.69251  0.071
H 0.31834 5.92748 -2.09435  0.089
H 1.30569 4.94061 -1.05363  0.078
H 1.93116 5.42520 -2.60940  0.089
H 1.00968 1.52905 -0.46645  0.135
H -1.06828 0.84675 0.41396  0.089
H -1.29984 2.11893 -0.75097  0.100
H -1.69830 0.41904 -1.15686  0.049
H 2.03316 0.96398 -4.13683  0.098
H 3.12322 0.22933 -1.26440  -0.005
H 3.08063 -1.66927 -2.40934  -0.099
C 3.76304 -3.20640 2.86111  -0.104
O 4.58388 -3.41570 1.72717  -0.186
C 4.48443 -4.69277 1.13199  -0.207
C 3.31255 -4.84991 0.15404  -0.421
C 1.95839 -5.01927 0.83634  -0.061
N 3.23202 -3.73199 -0.79185  0.048
H 3.65998 -4.11902 3.45520  0.090
H 2.77276 -2.84078 2.57814  0.075
H 4.24073 -2.44341 3.47451  0.087
H 5.41353 -4.82383 0.57131  0.123
H 4.46177 -5.47350 1.90350  0.121
H 3.50348 -5.75969 -0.42318  0.138
H 1.58496 -4.07843 1.24040  0.068
H 1.21768 -5.37731 0.12102  0.068
H 2.01489 -5.74404 1.65041  0.080
H 4.09886 -3.68112 -1.32178  0.071
H 3.22379 -2.87441 -0.24476  0.071
C -4.96195 -7.19803 0.14219  -0.107
O -4.21926 -6.54814 -0.87149  -0.189
C -4.95311 -5.64811 -1.67796  -0.207
C -5.12253 -4.24435 -1.08055  -0.429
C -6.17098 -4.16462 0.02406  -0.069
N -3.85743 -3.70289 -0.57688  0.029
H -5.98557 -7.40662 -0.18200  0.090
H -4.98345 -6.61071 1.06348  0.075
H -4.46544 -8.14371 0.35738  0.086
H -4.37835 -5.55424 -2.60302  0.122
H -5.92495 -6.08311 -1.94592  0.120
H -5.45760 -3.59656 -1.89594  0.136
H -5.81068 -4.59214 0.95951  0.064
H -6.42547 -3.12425 0.22368  0.075
H -7.08602 -4.68696 -0.26192  0.078
H -3.18998 -3.65989 -1.34270  -0.078
H -3.45925 -4.38798 0.05948  0.073
C -3.79621 3.03741 1.68418  -0.101
O -2.78274 2.32970 2.37687  -0.198
C -1.88425 3.13719 3.11271  -0.216
C -2.39346 3.54751 4.50299  -0.428
C -3.42677 4.66973 4.47173  -0.066
N -2.94647 2.41004 5.24319  0.046
H -3.43903 4.00583 1.32209  0.091
H -4.67424 3.18065 2.31791  0.075
H -4.09412 2.43410 0.82690  0.088
H -0.98898 2.52386 3.25157  0.117
H -1.58229 4.01388 2.52220  0.114
H -1.52763 3.91451 5.05741  0.117
H -4.40401 4.31881 4.14117  0.063
H -3.55651 5.08515 5.47067  0.075
H -3.11110 5.47853 3.80912  0.078
H -2.22446 1.70418 5.35564  0.072
H -3.64093 1.96286 4.65123  0.069
C 1.35477 4.26802 6.26854  -0.095
O 0.96953 3.87247 4.96326  -0.212
C 1.46752 4.68165 3.91611  -0.207
C 2.89116 4.33710 3.45846  -0.432
C 3.98196 4.83362 4.40076  -0.067
N 3.06767 2.89797 3.23979  0.044
H 1.43092 5.35547 6.35210  0.093
H 2.30151 3.80933 6.56206  0.077
H 0.58597 3.91702 6.95676  0.089
H 0.79419 4.50648 3.07165  0.107
H 1.37839 5.74337 4.18080  0.124
H 3.03835 4.83797 2.49663  0.133
H 4.05233 4.22225 5.29998  0.066
H 4.95146 4.78986 3.90627  0.077
H 3.80310 5.86757 4.70176  0.079
H 2.40860 2.58240 2.53357  0.061
H 2.77395 2.41734 4.08552  0.071

Its spin multiplicity is 1. The SMILES is [H]/N=C/C[C@]1(/C(I)=C(/C)I)OC(=O)[C@@](B(O)N(C)C)([C@@H](C)F)[C@H]1[PH2]=S.COC[C@@H](C)N.COC[C@@H](C)N.COC[C@@H](C)N.COC[C@@H](C)N. The electronic energy comes out at -3458.7615 hartree. For the molar mass, the calculation gives 956.5 g mol⁻¹.

***

Entry 3:
Molecular formula: C27H33N6O5SSn
Method: DFT, ωB97M-V with the def2-TZVPD basis set

Each line ends with the Löwdin charge.
Positions of all 73 atoms, in Å:
Sn 1.67608 -0.32030 -1.37796  1.179
C -0.98337 2.03336 -1.31458  -0.057
C -0.87407 2.77859 0.00414  -0.075
O 0.24417 2.26136 0.79212  -0.126
C 0.85441 3.23175 1.71515  -0.060
C 2.18576 2.64373 2.16571  -0.141
O 2.11126 1.25511 2.40212  -0.141
C 1.56381 0.82143 3.63780  -0.130
C 0.03810 0.78242 3.60962  -0.089
O -0.34338 0.42345 2.25567  -0.158
C -1.63105 -0.19590 2.09084  -0.088
C -1.57946 -0.90886 0.75457  -0.094
O -0.88261 -0.06564 -0.18365  -0.191
H 0.01150 1.97887 -1.76253  0.093
H -1.59890 2.63133 -1.99058  0.157
H -1.77891 2.73214 0.61217  0.145
H -0.65250 3.82546 -0.19278  0.147
H 0.15071 3.41008 2.52836  0.140
H 1.00795 4.15816 1.16533  0.147
H 2.53137 3.19536 3.04557  0.150
H 2.92383 2.76847 1.37490  0.143
H 1.90803 1.43910 4.47130  0.148
H 1.93507 -0.19107 3.77718  0.126
H -0.43335 1.73308 3.86534  0.137
H -0.32187 0.01040 4.28666  0.134
H -2.41091 0.56944 2.13615  0.140
H -1.78154 -0.91450 2.89512  0.142
H -2.57787 -1.16970 0.40395  0.147
H -0.99744 -1.82206 0.84657  0.119
S 2.67769 -1.29956 -3.51648  0.607
C 1.14735 -1.57570 -4.27754  -0.823
N 1.23345 -2.48184 -5.38368  0.163
N 1.65525 -2.14732 -6.49530  0.115
C 2.06110 -0.93702 -7.09834  -0.187
C 1.82481 0.32960 -6.55738  -0.005
C 2.27942 1.42503 -7.25955  -0.025
C 2.95694 1.26345 -8.46851  0.001
C 3.17344 -0.00035 -9.00282  -0.015
C 2.71429 -1.11001 -8.32273  0.025
N -0.04513 -1.28046 -3.94373  0.044
N -0.17872 -0.59018 -2.74577  -0.077
C -1.37575 -0.11560 -2.53253  -0.152
C -2.45504 -0.23032 -3.47652  0.016
C -3.70483 0.11453 -3.11551  0.022
C -4.02811 0.61300 -1.78762  -0.008
C -3.06800 0.80152 -0.88719  -0.010
C -1.61019 0.61649 -1.20858  -0.384
H 1.73505 -2.94934 -7.12943  0.197
H 1.27608 0.46325 -5.63913  0.098
H 2.10069 2.41912 -6.87496  0.124
H 3.30678 2.13639 -9.00322  0.132
H 3.68884 -0.11810 -9.94527  0.132
H 2.86909 -2.10291 -8.73075  0.135
H -2.25172 -0.65406 -4.44635  0.114
H -4.51207 -0.00617 -3.82689  0.134
H -5.06026 0.83196 -1.55052  0.133
H -3.30609 1.19287 0.09395  0.126
H -0.03484 1.33556 1.41791  0.102
N 1.39666 -4.20263 4.01885  0.224
C 1.00936 -3.26657 3.14727  -0.464
O 0.39483 -2.25287 3.45339  0.057
C 1.33490 -3.48990 1.69130  -0.084
C 1.44314 -4.72435 1.06535  0.048
C 1.62352 -4.77361 -0.31097  0.010
C 1.68073 -3.59314 -1.02229  -0.095
N 1.58317 -2.39783 -0.41680  -0.108
C 1.42897 -2.35088 0.91034  -0.097
H 1.16967 -4.07896 4.99406  0.140
H 1.99911 -4.96807 3.76998  0.122
H 1.36028 -5.64631 1.62754  0.137
H 1.70591 -5.71790 -0.82960  0.132
H 1.81630 -3.58273 -2.09543  0.090
H 1.35607 -1.37175 1.37530  0.107

Its spin multiplicity is 1. The value obtained for the energy relative to the best compared isomer or geometry (same formula, charge and spin) is 0.000 eV. Its charge is +3. For the molar mass, the calculation gives 672.4 g mol⁻¹.

***

Entry 4:
Molecular formula: C4H7IOS
Method: DFT, ωB97M-V with the def2-TZVPD basis set

Each line ends with the Löwdin charge.
Positions of all 14 atoms, in Å:
C 2.11655 -1.78344 1.46658  0.009
C -2.35252 -0.37163 -0.72689  -0.082
C -0.27104 1.03037 -0.66225  -0.160
C -1.31424 0.14717 -0.11013  -0.799
O 1.45645 -2.34512 2.20083  0.028
S -1.22829 -0.22821 1.60480  0.750
I 3.60143 0.92512 -1.14517  0.463
H -2.98338 -1.08360 -0.16165  0.054
H 3.03549 -0.03891 -0.01638  -0.433
H -2.42506 -0.36548 -1.85283  0.087
H 0.32636 1.53650 0.16685  0.068
H 0.55629 0.54420 -1.19190  0.024
H -0.66413 1.78645 -1.28889  0.067
H 0.14609 0.24657 1.71704  -0.076

Its spin multiplicity is 1. The value obtained for the energy relative to the best compared isomer or geometry (same formula, charge and spin) is 1.056 eV. For the molar mass, the calculation gives 230.1 g mol⁻¹.

***

- Look up the spin multiplicity of the third one.
  1

***

- Among the records above, which one has the highest spin multiplicity?
  C22H38AsN4Pd

***

- Which of these has the highest spin multiplicity?
  C22H38AsN4Pd